The following is a DFT calculation (wB97M-V/def2-TZVPD) of a structure of composition C29H41NO2PdSe.

Geometry as XYZ:
```
75
Properties=species:S:1:pos:R:3:mulliken_spin:R:1
Pd -1.53 -2.94 2.08 1.31
C -2.33 0.87 -4.27 0.00
C -2.69 1.72 -3.05 0.00
C -1.75 2.93 -3.02 0.00
C -4.13 2.21 -3.21 0.00
C -2.55 0.94 -1.75 0.02
C -2.13 -0.38 -1.70 -0.03
C -2.00 -1.01 -0.46 -0.01
Se -1.19 -2.74 -0.41 0.34
C 0.61 -2.12 -0.16 -0.01
C 1.24 -1.54 -1.26 -0.04
C 2.48 -0.96 -1.09 0.02
C 3.01 -0.98 0.19 -0.01
C 2.41 -1.54 1.31 0.05
C 1.15 -2.17 1.12 0.05
O 0.53 -2.79 2.12 0.20
C 3.15 -1.41 2.65 0.01
C 4.49 -2.17 2.55 0.00
C 2.40 -1.95 3.87 0.00
C 3.43 0.07 2.93 0.00
C 3.24 -0.27 -2.23 0.00
C 2.47 -0.35 -3.55 0.00
C 4.60 -0.96 -2.42 0.00
C 3.45 1.21 -1.88 0.00
C -2.29 -0.39 0.75 0.05
O -2.15 -1.03 1.91 0.08
C -2.72 0.96 0.71 0.00
C -2.83 1.56 -0.53 0.00
C -3.03 1.71 2.01 0.01
C -3.47 3.15 1.74 0.00
C -4.16 1.02 2.77 0.00
C -1.76 1.77 2.88 0.00
H -2.44 1.46 -5.18 0.00
H -2.98 0.00 -4.36 0.00
H -1.29 0.52 -4.23 0.00
H -1.83 3.50 -3.95 0.00
H -0.71 2.61 -2.90 0.00
H -1.99 3.61 -2.20 0.00
H -4.25 2.77 -4.14 0.00
H -4.43 2.86 -2.39 0.00
H -4.83 1.36 -3.23 0.00
H -1.88 -0.92 -2.60 -0.01
H 0.74 -1.54 -2.22 -0.01
H 3.98 -0.51 0.34 0.00
H 4.31 -3.23 2.35 0.00
H 5.04 -2.09 3.49 0.00
H 5.12 -1.77 1.75 0.00
H 2.22 -3.02 3.81 0.00
H 1.44 -1.46 4.01 0.00
H 3.02 -1.76 4.76 0.00
H 4.05 0.53 2.15 0.00
H 3.96 0.18 3.88 0.00
H 2.50 0.63 2.99 0.00
H 2.29 -1.38 -3.86 0.00
H 3.04 0.15 -4.34 0.00
H 1.50 0.16 -3.48 0.00
H 4.47 -2.01 -2.67 0.00
H 5.20 -0.89 -1.52 0.00
H 5.15 -0.48 -3.23 0.00
H 2.49 1.71 -1.73 0.00
H 3.98 1.71 -2.69 0.00
H 4.04 1.32 -0.97 0.00
H -3.16 2.59 -0.56 0.00
H -4.38 3.20 1.15 0.00
H -2.70 3.73 1.23 0.00
H -3.67 3.64 2.70 0.00
H -5.07 0.99 2.16 0.00
H -4.38 1.57 3.69 0.00
H -3.89 0.00 3.04 0.00
H -0.96 2.29 2.35 0.00
H -1.42 0.77 3.15 0.00
H -1.97 2.33 3.80 0.00
N -2.13 -5.89 3.03 0.02
C -1.74 -4.84 2.73 -0.03
H -2.39 -6.82 3.29 0.00
```

Computed properties:
**Expectation value of S²**: 2.010
**Total energy**: -3864.1318 Ha
**Spin multiplicity**: 3
**HOMO (alpha / beta)**: -7.47 / -7.49 eV
**Orbital gap (alpha / beta)**: 7.90 / 5.93 eV
**Strongest force on any atom**: 0.50 eV/A
**Charge**: 0

---

The following is a DFT calculation (wB97M-V/def2-TZVPD) of the molecule C4H5NO.

Geometry as XYZ:
```
11
Properties=species:S:1:pos:R:3:mulliken_charge:R:1
C -1.20 0.38 -0.05 -0.68
C -0.23 -0.55 -0.70 0.00
O 1.01 -0.02 -1.12 -0.37
C 1.58 0.44 0.02 0.09
N 0.98 0.26 1.13 -0.54
C -0.25 -0.42 0.80 -0.06
H -1.03 1.46 -0.08 0.22
H -2.25 0.09 -0.12 0.27
H -0.56 -1.41 -1.27 0.35
H 2.54 0.94 -0.11 0.37
H -0.58 -1.18 1.50 0.35
```

Computed properties:
**Total energy**: -285.3611 Ha
**HOMO**: -9.52 eV
**Orbital gap**: 10.59 eV
**Energy relative to the best compared isomer or geometry (same formula, charge and spin)**: 140.31 kJ/mol
**Strongest force on any atom**: 0.49 eV/A
**Charge**: 0

---

The following is a DFT calculation (wB97M-V/def2-TZVPD) of a structure of composition C41H63N2O2PRuS3 at a distorted geometry.

Geometry as XYZ:
```
113
Properties=species:S:1:pos:R:3:mulliken_spin:R:1
Ru -0.11 -1.33 0.65 2.59
S 1.28 -1.56 2.56 0.10
C -0.01 -0.44 3.06 0.05
N -0.75 0.07 2.09 -0.01
C -1.74 0.95 2.59 0.02
C -2.74 1.67 1.94 0.00
C -3.67 2.38 2.66 0.00
C -3.73 2.35 4.06 0.01
C -2.69 1.72 4.73 0.00
C -1.74 1.02 3.99 0.01
S -0.54 -0.07 4.66 0.01
H -2.77 1.72 0.85 0.00
H -4.38 2.97 2.10 0.00
H -4.56 2.88 4.57 0.00
H -2.74 1.61 5.79 0.00
C -6.48 -2.62 1.72 0.00
C -4.98 -2.77 1.73 -0.04
C -4.38 -3.52 2.73 0.20
C -3.00 -3.60 2.85 0.04
C -2.41 -4.24 4.09 0.00
C -2.27 -3.08 1.77 0.14
C -2.83 -2.38 0.68 0.05
C -4.20 -2.17 0.74 0.08
N -1.95 -1.91 -0.25 0.62
C -2.32 -1.53 -1.65 -0.10
C -3.30 -2.68 -2.18 0.04
C -2.95 -0.15 -1.60 0.07
C -1.10 -1.36 -2.59 0.02
H -6.92 -2.45 2.76 0.00
H -6.81 -3.58 1.32 0.00
H -6.80 -1.76 1.13 0.00
H -5.06 -4.02 3.44 0.00
H -2.90 -3.86 4.99 0.00
H -1.32 -4.13 4.04 0.00
H -2.54 -5.36 4.17 0.00
H -1.23 -3.25 1.86 -0.01
H -4.62 -1.49 0.01 0.01
H -4.25 -2.48 -1.86 -0.01
H -2.95 -3.68 -1.80 0.00
H -3.39 -2.65 -3.27 0.00
H -4.01 -0.03 -1.20 0.00
H -3.08 0.26 -2.62 0.00
H -2.28 0.57 -1.08 -0.02
H -0.69 -2.35 -2.71 0.00
H -0.37 -0.76 -2.20 0.01
H -1.44 -0.96 -3.56 0.00
O 0.58 0.22 -0.49 0.20
P 1.44 1.41 -0.98 -0.02
C 2.64 0.91 -2.25 0.01
C 3.17 2.00 -3.24 0.00
C 4.18 1.34 -4.13 0.00
C 4.04 -0.19 -4.33 0.00
C 4.36 -0.87 -3.02 0.00
C 3.79 -0.04 -1.82 0.00
C 2.25 1.78 0.63 0.00
C 1.50 2.54 1.69 0.00
C 2.13 2.32 3.08 0.01
C 3.65 2.29 2.90 0.00
C 4.09 3.15 1.68 0.00
C 3.64 2.37 0.47 0.00
C 0.41 2.83 -1.68 0.02
C 0.98 4.20 -1.55 0.00
C 0.08 5.18 -2.30 0.00
C -1.39 5.10 -1.79 0.00
C -1.51 4.15 -0.60 0.00
C -1.02 2.77 -1.07 0.00
H 2.01 0.18 -2.83 0.00
H 3.53 2.91 -2.84 0.00
H 2.35 2.28 -3.92 0.00
H 5.17 1.51 -3.81 0.00
H 4.15 1.82 -5.09 0.00
H 4.78 -0.55 -5.04 0.00
H 3.10 -0.43 -4.68 0.00
H 5.48 -0.92 -2.94 0.00
H 3.95 -1.85 -3.04 0.00
H 4.73 0.54 -1.39 0.00
H 3.50 -0.66 -1.03 0.00
H 2.41 0.84 1.06 -0.01
H 0.44 2.22 1.78 -0.01
H 1.48 3.59 1.46 0.00
H 1.80 1.40 3.56 -0.01
H 1.81 3.07 3.78 0.00
H 3.95 1.26 2.76 0.00
H 4.14 2.67 3.80 0.00
H 5.15 3.33 1.68 0.00
H 3.62 4.12 1.73 0.00
H 4.37 1.58 0.30 0.00
H 3.67 2.93 -0.51 0.00
H 0.30 2.49 -2.72 0.00
H 2.01 4.21 -1.94 0.00
H 1.01 4.48 -0.48 0.00
H 0.14 5.05 -3.40 0.00
H 0.50 6.15 -1.91 0.00
H -2.05 4.59 -2.53 0.00
H -1.88 6.02 -1.50 0.00
H -2.61 4.10 -0.35 0.00
H -1.06 4.44 0.39 0.00
H -1.70 2.48 -1.83 0.00
H -1.08 2.15 -0.14 -0.02
O 1.47 -2.78 -2.01 0.00
S 1.04 -3.07 -0.63 -0.06
C 0.39 -4.69 -0.48 0.00
C 1.56 -5.58 -0.91 0.00
C 2.90 -4.89 -0.56 0.00
C 2.59 -3.57 0.15 0.01
H -0.50 -4.76 -1.10 0.00
H 0.22 -4.87 0.55 0.00
H 1.56 -5.90 -1.96 0.00
H 1.58 -6.47 -0.32 0.00
H 3.48 -4.69 -1.44 0.00
H 3.51 -5.49 0.13 0.00
H 3.36 -2.78 0.11 0.00
H 2.36 -3.87 1.15 0.00
```

Computed properties:
**Expectation value of S²**: 6.052
**Total energy**: -3490.3083 Ha
**Spin multiplicity**: 5
**HOMO (alpha / beta)**: -13.70 / -13.94 eV
**Orbital gap (alpha / beta)**: 7.51 / 6.31 eV
**Strongest force on any atom**: 3.45 eV/A
**Charge**: +2

---

The following is a DFT calculation (wB97M-V/def2-TZVPD) of the molecule C5H7N3O at a distorted geometry.

Geometry as XYZ:
```
16
Properties=species:S:1:pos:R:3:mulliken_charge:R:1
C -0.91 1.19 0.86 -1.34
C -1.13 -0.01 -0.09 1.44
C 0.02 -0.85 -0.56 -0.28
C 1.46 -0.60 -0.12 0.21
C -2.44 -0.55 -0.19 -0.24
H 0.06 0.93 1.36 0.32
H -0.73 2.06 0.06 0.22
H -1.63 1.49 1.54 0.47
H -0.26 -1.80 -0.95 0.61
H 1.21 1.07 -1.03 0.22
H 2.90 0.86 -0.43 0.24
H 1.50 -2.19 0.83 0.24
N 1.95 0.57 -0.60 -0.33
N 2.06 -1.38 0.69 -0.78
N -3.53 -0.91 -0.03 -0.42
O -0.53 0.11 -1.36 -0.56
```

Computed properties:
**Total energy**: -434.1583 Ha
**HOMO**: -9.68 eV
**Orbital gap**: 10.42 eV
**Energy relative to the best compared isomer or geometry (same formula, charge and spin)**: 225.74 kJ/mol
**Strongest force on any atom**: 5.16 eV/A
**Charge**: 0

---

The following is a DFT calculation (wB97M-V/def2-TZVPD) of a structure of composition C31H47NO3P2RuS at a distorted geometry.

Geometry as XYZ:
```
86
Properties=species:S:1:pos:R:3:mulliken_spin:R:1
Ru 1.55 0.62 -3.06 2.60
C -2.36 2.20 0.21 0.41
C -3.07 1.32 -0.65 0.29
C -3.14 0.45 1.47 0.34
C -2.42 1.66 1.52 0.23
C -3.48 0.21 0.11 0.35
C -1.81 3.51 -0.12 0.02
H -1.85 3.71 -1.19 -0.01
H -0.77 3.66 0.18 0.01
H -2.42 4.27 0.40 0.02
C -1.92 2.32 2.74 0.04
H -0.93 2.77 2.58 0.01
H -1.84 1.60 3.57 0.00
H -2.61 3.11 3.07 0.03
C -3.47 -0.40 2.63 0.03
H -4.15 0.12 3.32 0.03
H -2.58 -0.70 3.19 0.02
H -4.00 -1.30 2.30 0.00
C -4.17 -0.97 -0.45 0.00
H -5.20 -0.70 -0.71 0.02
H -4.17 -1.82 0.23 0.00
H -3.69 -1.30 -1.38 0.02
C -3.33 1.48 -2.09 0.02
H -4.41 1.57 -2.32 0.03
H -2.97 0.60 -2.65 0.02
H -2.85 2.38 -2.49 -0.01
C 3.55 0.40 -3.22 0.11
C 2.98 1.39 -4.10 0.02
C 2.46 1.02 -5.48 0.00
C 1.43 -0.14 -5.63 0.10
C 0.71 -0.55 -4.38 -0.13
C 1.34 -1.35 -3.35 0.14
C 2.66 -1.99 -3.62 0.06
C 3.86 -0.97 -3.75 0.06
H 3.29 0.80 -6.16 0.00
H 1.88 -1.02 -6.12 -0.01
H 1.97 1.93 -5.85 0.00
H 4.26 -0.97 -4.78 0.00
H 4.16 0.71 -2.38 -0.03
H 3.33 2.43 -3.96 0.01
H 4.68 -1.39 -3.15 -0.01
H 2.88 -2.66 -2.77 0.00
H 0.63 -1.95 -2.78 -0.06
H 2.58 -2.59 -4.55 -0.01
H 0.66 0.23 -6.34 0.00
H -0.38 -0.68 -4.47 -0.02
P 1.15 0.28 0.45 0.00
P -0.75 -2.24 0.12 0.06
C 1.99 -1.34 0.35 0.02
C 1.06 -2.57 0.39 -0.01
H 2.67 -1.38 1.22 0.00
H 2.62 -1.31 -0.56 0.02
H 1.35 -3.30 -0.37 0.00
H 1.14 -3.04 1.38 0.00
C -1.54 -3.22 1.44 -0.01
H -2.61 -3.30 1.20 0.00
H -1.40 -2.71 2.40 0.00
H -1.10 -4.23 1.50 0.00
C -1.10 -3.37 -1.30 0.00
H -0.40 -4.23 -1.28 0.00
H -1.01 -2.85 -2.25 0.00
H -2.12 -3.75 -1.16 0.00
C 2.50 1.50 0.29 0.06
H 2.03 2.50 0.26 0.00
H 3.14 1.36 -0.57 -0.03
H 3.10 1.47 1.22 0.01
C 0.13 1.94 -2.53 0.16
H -0.92 1.82 -2.81 0.03
H 0.54 2.57 -3.36 0.04
H 0.21 2.41 -1.54 -0.10
O 0.99 -3.06 5.00 0.00
S 0.13 -1.96 4.64 0.00
O -1.29 -2.16 4.70 0.00
N 0.50 -1.43 3.06 0.00
C 0.82 -0.16 3.11 0.01
O 0.94 0.62 2.04 -0.01
C 1.00 0.46 4.38 0.00
C 1.35 1.79 4.61 0.00
C 1.34 2.23 5.93 0.00
C 0.96 1.34 6.96 0.00
C 0.60 0.01 6.70 0.00
C 0.62 -0.42 5.39 0.00
H 1.63 2.42 3.77 0.00
H 1.63 3.24 6.16 0.00
H 0.93 1.71 7.99 0.00
H 0.30 -0.70 7.48 0.00
```

Computed properties:
**Expectation value of S²**: 8.768
**Total energy**: -2665.1851 Ha
**Spin multiplicity**: 6
**HOMO (alpha / beta)**: -8.72 / -10.11 eV
**Orbital gap (alpha / beta)**: 5.80 / 4.89 eV
**Energy relative to the best compared isomer or geometry (same formula, charge and spin)**: 375.59 kJ/mol
**Strongest force on any atom**: 4.81 eV/A
**Charge**: +1

---

The following is a DFT calculation (wB97M-V/def2-TZVPD) of a cluster of 3 separate species, C36H60F5N6O5S4 in total at a distorted geometry.

Geometry as XYZ:
```
116
Properties=species:S:1:pos:R:3:mulliken_spin:R:1
C 2.27 3.65 -1.36 0.00
C 1.64 4.38 -2.62 0.00
S -0.17 4.56 -2.58 0.00
C -0.94 3.03 -1.98 0.00
C -2.16 3.34 -1.03 0.00
C -3.00 2.21 -0.68 0.00
C -4.16 2.50 0.22 0.00
C -5.15 1.40 0.66 0.00
C -6.66 1.69 0.32 0.00
C -7.47 0.45 -0.19 0.00
C -8.83 1.01 -0.81 0.00
C -9.72 1.77 0.25 0.00
C -10.01 3.28 -0.11 0.00
C -11.53 3.69 0.07 0.00
S -12.56 2.71 -1.11 0.00
C -13.91 3.85 -1.51 0.00
N -14.41 4.08 -2.73 0.00
N -15.41 5.00 -2.57 0.00
C -15.50 5.25 -1.28 0.00
O -14.57 4.57 -0.54 0.00
C -4.19 3.87 0.61 0.00
S -5.55 4.38 1.71 0.00
N -3.24 4.79 0.17 0.00
S -3.34 6.44 0.76 0.00
O -3.22 6.51 2.20 0.00
O -2.20 7.20 0.25 0.00
C -4.83 7.34 0.10 0.00
F -5.69 6.53 -0.61 0.00
F -4.40 8.26 -0.82 0.00
C -5.61 8.21 1.19 0.00
F -6.50 7.51 1.90 0.00
F -4.77 8.95 1.94 0.00
F -6.33 9.12 0.46 0.00
N -2.21 4.61 -0.67 0.00
H 2.65 2.65 -1.70 0.00
H 1.48 3.50 -0.59 0.00
H 3.11 4.22 -0.90 0.00
H 1.95 3.91 -3.59 0.00
H 2.06 5.42 -2.66 0.00
H -1.36 2.46 -2.86 0.00
H -0.22 2.32 -1.48 0.00
H -2.76 1.20 -1.07 0.00
H -4.99 1.12 1.73 0.00
H -4.87 0.48 0.08 0.00
H -7.14 2.03 1.28 0.00
H -6.78 2.56 -0.38 0.00
H -7.75 -0.23 0.66 0.00
H -6.90 -0.11 -0.96 0.00
H -8.51 1.75 -1.60 0.00
H -9.41 0.16 -1.23 0.00
H -9.23 1.76 1.26 0.00
H -10.72 1.28 0.41 0.00
H -9.71 3.54 -1.15 0.00
H -9.44 3.97 0.58 0.00
H -11.87 3.62 1.13 0.00
H -11.64 4.77 -0.23 0.00
H -16.21 5.93 -0.75 0.00
H -5.52 3.56 2.81 0.00
C 5.60 -1.89 -3.75 0.02
C 4.89 -1.18 -2.57 0.02
C 5.25 -1.88 -1.25 0.02
C 4.52 -3.21 -1.04 -0.02
C 3.01 -3.03 -1.23 0.03
C 2.65 -2.39 -2.57 0.04
N 3.42 -1.13 -2.83 0.33
O 2.90 -0.18 -2.07 0.58
C 2.89 -3.40 -3.71 0.02
C 1.13 -2.15 -2.61 -0.01
C 5.53 0.22 -2.54 -0.02
H 5.08 -1.71 -4.69 -0.01
H 6.62 -1.52 -3.88 0.00
H 5.69 -2.96 -3.61 0.00
H 5.01 -1.23 -0.40 0.00
H 6.32 -2.06 -1.20 0.00
H 4.90 -3.97 -1.72 0.00
H 4.71 -3.58 -0.03 0.00
H 2.52 -4.01 -1.14 0.00
H 2.63 -2.42 -0.40 0.01
H 2.73 -2.94 -4.69 -0.01
H 2.19 -4.24 -3.63 0.00
H 3.88 -3.85 -3.70 0.00
H 0.78 -1.53 -1.78 0.00
H 0.59 -3.09 -2.54 0.00
H 0.83 -1.66 -3.54 0.00
H 5.30 0.78 -3.45 0.00
H 6.61 0.15 -2.46 0.00
H 5.20 0.81 -1.68 0.00
C 7.59 -6.36 5.07 0.02
C 7.56 -6.62 3.55 0.03
C 8.96 -7.05 3.06 0.02
C 9.95 -5.90 2.96 -0.02
C 9.37 -4.75 2.14 0.02
C 8.01 -4.28 2.66 0.05
N 7.05 -5.40 2.85 0.33
O 6.62 -5.77 1.65 0.60
C 8.20 -3.51 3.98 0.01
C 7.46 -3.21 1.70 -0.05
C 6.62 -7.82 3.39 0.00
H 6.79 -5.68 5.38 -0.01
H 7.45 -7.28 5.64 0.00
H 8.54 -5.94 5.41 0.00
H 8.87 -7.52 2.07 0.00
H 9.36 -7.81 3.72 0.00
H 10.25 -5.55 3.95 0.00
H 10.87 -6.25 2.48 0.00
H 10.08 -3.91 2.13 0.00
H 9.28 -5.07 1.09 0.00
H 7.24 -3.24 4.43 -0.01
H 8.75 -2.58 3.81 0.00
H 8.77 -4.06 4.73 0.00
H 7.38 -3.57 0.67 0.01
H 8.12 -2.34 1.67 0.00
H 6.47 -2.86 2.02 0.00
H 5.60 -7.58 3.71 0.00
H 6.96 -8.66 4.01 0.00
H 6.58 -8.20 2.37 0.00
```

Computed properties:
**Expectation value of S²**: 2.009
**Total energy**: -4203.9308 Ha
**Spin multiplicity**: 3
**HOMO (alpha / beta)**: -9.96 / -10.67 eV
**Orbital gap (alpha / beta)**: 4.19 / 4.90 eV
**Strongest force on any atom**: 7.89 eV/A
**Charge**: +1